Entry 1:
Formula: C29H36CrN5OS2SeSi2
Source: the OMol25 dataset
Level of theory: wB97M-V/def2-TZVPD

Atoms and positions in Å:
Cr  0.2657  -0.2665  0.8656
C  4.1448  0.3161  2.5608
C  3.2155  0.8274  1.4919
O  2.1318  0.2899  1.2783
N  3.6530  1.8805  0.7539
C  2.6924  2.6082  -0.0552
C  1.7760  3.4455  0.8087
C  1.4932  4.7669  0.5137
C  0.6670  5.4794  1.3769
C  0.1819  4.8360  2.5114
C  0.5302  3.5171  2.7244
N  1.2996  2.8203  1.8888
H  4.0828  -0.7694  2.6014
H  3.8042  0.7020  3.5227
H  5.1734  0.6246  2.3936
H  4.4303  2.4099  1.1150
H  2.0968  1.8519  -0.5809
H  3.2290  3.2239  -0.7794
H  1.9039  5.2273  -0.3740
H  0.4144  6.5087  1.1738
H  -0.4455  5.3524  3.2242
H  0.1884  2.9782  3.5979
C  -1.3434  -6.5887  -0.5217
Si  -0.7667  -5.5740  1.0007
C  -1.5004  -6.3314  2.6021
C  1.1247  -5.7513  1.0603
C  -1.5399  -3.8575  0.8337
C  -2.9274  -3.6985  0.8313
C  -3.4967  -2.4314  0.7541
C  -2.6720  -1.3282  0.6819
N  -1.3347  -1.4416  0.6879
C  -0.7895  -2.6828  0.7469
S  0.9267  -2.6136  0.7388
H  -0.9585  -7.6021  -0.4743
H  -0.9798  -6.1416  -1.4422
H  -2.4248  -6.6499  -0.5909
H  -1.1773  -7.3592  2.7376
H  -2.5864  -6.3279  2.5868
H  -1.1870  -5.7689  3.4775
H  1.4104  -6.7925  1.1888
H  1.5551  -5.1796  1.8740
H  1.5756  -5.3885  0.1438
H  -3.5611  -4.5718  0.8911
H  -4.5692  -2.2993  0.7568
H  -3.0749  -0.3221  0.6339
Se  0.3209  -0.8374  3.5516
C  -0.1371  0.4840  4.6589
N  -0.4311  1.3283  5.3900
S  -2.9108  2.8076  2.1504
C  -1.8221  1.4646  2.0173
N  -1.0147  1.4691  0.9619
C  -1.2437  2.5496  0.1733
C  -0.6105  2.8892  -1.0359
C  -0.9880  4.0390  -1.6962
C  -1.9711  4.8858  -1.2027
C  -2.6155  4.5743  -0.0090
C  -2.2510  3.4249  0.6526
H  -1.8531  0.7053  2.7739
H  0.1202  2.2226  -1.4601
H  -0.4911  4.2866  -2.6244
H  -2.2417  5.7825  -1.7416
H  -3.3819  5.2158  0.3947
C  -0.2130  -1.5936  -4.9316
Si  0.4634  0.0153  -4.1456
C  2.2311  0.3493  -4.8100
C  -0.6305  1.4640  -4.7563
C  0.4837  -0.1049  -2.3102
C  0.4017  -0.1279  -1.0944
H  -0.2097  -1.5520  -6.0180
H  -1.2347  -1.7767  -4.6115
H  0.3784  -2.4528  -4.6306
H  2.2631  0.3781  -5.8962
H  2.9255  -0.4165  -4.4787
H  2.6010  1.3034  -4.4453
H  -0.6835  1.4940  -5.8420
H  -0.2382  2.4182  -4.4190
H  -1.6442  1.3833  -4.3765

Multiplicity ... 5
Relative energy (zero: lowest compared OMol25 entry of this formula, charge and spin) ... 118.4 kJ/mol
Energy ... -171352.8101 eV
Net charge ... -1
⟨S²⟩ ... 6.061
Lowest unoccupied orbital energy (alpha / beta) ... 0.0905 / 0.0903 hartree
HOMO (alpha / beta) ... -1.382 / -4.909 eV


Entry 2:
Formula: C29H36N10
Source: the OMol25 dataset
Level of theory: wB97M-V/def2-TZVPD

Atoms and positions in Å:
C  -5.9902  0.0014  2.1529
C  -5.0870  -1.0082  2.3722
C  -3.7009  -0.6948  2.2317
N  -3.2252  0.5284  1.9917
C  -4.1553  1.4787  1.8178
C  -5.5499  1.2433  1.8457
H  -7.0584  -0.1581  2.1529
H  -5.3561  -2.0456  2.5055
H  -2.9029  -1.4221  2.2552
H  -3.7463  2.4581  1.6179
H  -6.2461  2.0634  1.7500
C  -0.2461  -5.8855  -0.6627
C  0.0335  -5.7067  -2.0241
C  -0.0654  -4.4165  -2.5335
N  -0.4551  -3.3638  -1.7371
C  -0.9058  -3.6074  -0.4777
C  -0.7383  -4.8272  0.1061
H  -0.1339  -6.8255  -0.1429
H  0.3709  -6.5230  -2.6455
H  0.1175  -4.1739  -3.5699
H  -1.3334  -2.7201  -0.0348
H  -0.9229  -4.8620  1.1697
C  -3.1596  -0.0323  -1.7929
C  -3.0494  1.3308  -1.5649
C  -2.0489  2.0495  -2.2685
N  -1.1695  1.4035  -3.1105
C  -1.2096  0.0749  -3.2091
C  -2.2140  -0.6647  -2.5729
H  -3.8829  -0.5705  -1.1983
H  -3.7699  1.8937  -0.9901
H  -2.0390  3.1274  -2.2016
H  -0.4003  -0.3842  -3.7573
H  -2.2993  -1.7276  -2.7442
C  0.3422  -2.0586  5.0649
C  -0.2561  -2.0930  3.6870
N  -0.7011  -2.1500  2.6271
H  0.0319  -1.1912  5.6474
H  1.4223  -2.0580  4.9180
H  0.0802  -2.9350  5.6578
C  -0.5848  2.5435  3.4450
C  -0.6158  3.4652  2.3077
N  -0.6345  4.2120  1.4341
H  -0.4925  3.0785  4.3901
H  0.3491  1.9899  3.3476
H  -1.3891  1.8080  3.4574
C  1.5759  3.2649  -4.1957
C  2.3696  4.4866  -4.0203
N  3.0260  5.4538  -3.7660
H  2.1132  2.3469  -4.4337
H  0.9345  3.4122  -5.0646
H  0.9670  3.1105  -3.3048
C  2.8300  -1.5222  -1.7455
C  2.9866  -0.7415  -3.0240
N  3.0794  -0.2258  -4.0237
H  2.2297  -2.3998  -1.9858
H  2.2380  -0.8936  -1.0802
H  3.7792  -1.7698  -1.2703
C  4.0721  4.4145  -0.8624
C  5.4816  4.7080  -1.1789
N  6.5703  4.8999  -1.4771
H  3.5458  5.3433  -1.0821
H  3.9924  3.9463  0.1187
H  3.7771  3.5929  -1.5152
C  -0.0675  0.7008  0.4495
C  0.8663  1.7276  -0.0942
N  1.5652  2.5427  -0.5253
H  -0.2038  -0.0673  -0.3117
H  -1.0689  1.1293  0.4916
H  0.2859  0.2890  1.3948
C  5.0994  -1.6661  2.0585
C  3.8788  -0.9138  1.7003
N  2.8914  -0.3244  1.4399
H  5.8382  -1.6716  1.2571
H  4.8636  -2.6753  2.3962
H  5.4708  -1.1430  2.9396

Energy ... -45554.3101 eV
Net charge ... 0
Lowest unoccupied orbital energy ... -0.0062 hartree
Structure (SMILES) ... c1ccncc1.c1ccncc1.c1ccncc1.CC#N.CC#N.CC#N.CC#N.CC#N.CC#N.CC#N
HOMO ... -9.353 eV


Entry 3:
Formula: C29H36N4OPPd
Source: the OMol25 dataset
Level of theory: wB97M-V/def2-TZVPD

Atoms and positions in Å:
Pd  -0.4378  0.0149  0.0097
C  2.4334  -1.4501  1.0162
N  2.0711  -0.3360  0.1200
C  2.5687  -0.6418  -1.2374
C  2.6153  0.9217  0.5668
C  3.9144  1.0676  1.0104
C  4.3791  2.3155  1.4148
C  3.5368  3.4255  1.3908
C  2.2535  3.3043  0.9089
C  1.7863  2.0520  0.4519
N  0.5237  1.8592  -0.0441
C  -0.1753  2.8917  -0.6399
C  0.4111  3.9726  -1.3089
C  -0.3930  4.9471  -1.8719
C  -1.7738  4.8515  -1.7696
C  -2.3622  3.7548  -1.1415
C  -1.5616  2.7665  -0.6083
N  -2.0908  1.5983  0.0819
C  -2.3160  1.9751  1.5053
C  -3.3387  1.1411  -0.5620
H  3.5139  -1.5443  1.1441
H  2.0773  -2.3635  0.5531
H  1.9712  -1.3184  1.9921
H  3.6532  -0.7879  -1.2347
H  2.3314  0.1828  -1.9091
H  2.0926  -1.5534  -1.5837
H  4.5806  0.2175  1.0474
H  5.3975  2.4182  1.7645
H  3.8858  4.3806  1.7585
H  1.5834  4.1522  0.9302
H  1.4848  4.0147  -1.4257
H  0.0573  5.7739  -2.4037
H  -2.4027  5.6229  -2.1928
H  -3.4398  3.6884  -1.0875
H  -3.1440  2.6861  1.5723
H  -1.4129  2.4462  1.8860
H  -2.5311  1.1064  2.1070
H  -4.1650  1.8243  -0.3536
H  -3.6106  0.1655  -0.1910
H  -3.1897  1.0812  -1.6379
O  -0.1556  -2.0523  -0.9359
N  -0.1496  -2.3348  -2.2315
C  0.1817  -3.5874  -2.5842
C  0.1318  -3.9740  -3.9138
C  -0.2655  -3.0560  -4.8695
C  -0.5979  -1.7718  -4.4821
C  -0.5296  -1.4308  -3.1404
H  0.4763  -4.2304  -1.7691
H  0.3971  -4.9887  -4.1718
H  -0.2988  -3.3350  -5.9143
H  -0.9154  -1.0223  -5.1921
H  -0.7495  -0.4446  -2.7607
C  -3.0759  -2.4517  -0.3092
P  -2.0985  -1.7014  1.0330
C  -3.4227  -1.1543  2.1577
C  -1.4081  -3.1253  1.9286
C  -2.2188  -3.8822  2.7818
C  -1.7222  -5.0207  3.3965
C  -0.4119  -5.4203  3.1735
C  0.4000  -4.6740  2.3342
C  -0.0995  -3.5376  1.7150
H  -3.5563  -3.3437  0.0971
H  -2.4442  -2.7463  -1.1407
H  -3.8524  -1.7776  -0.6660
H  -4.1357  -1.9701  2.2687
H  -3.9740  -0.3072  1.7627
H  -3.0261  -0.9019  3.1408
H  -3.2415  -3.6019  2.9877
H  -2.3636  -5.5948  4.0513
H  -0.0289  -6.3112  3.6532
H  1.4243  -4.9775  2.1583
H  0.5232  -2.9757  1.0444

Multiplicity ... 2
Relative energy (zero: lowest compared OMol25 entry of this formula, charge and spin) ... 185.6 kJ/mol
Energy ... -51417.2124 eV
Net charge ... +2
⟨S²⟩ ... 1.134
Lowest unoccupied orbital energy (alpha / beta) ... -0.2678 / -0.2795 hartree
HOMO (alpha / beta) ... -13.584 / -13.981 eV


Entry 4:
Formula: C29H36NO3PPbS
Source: the OMol25 dataset
Level of theory: wB97M-V/def2-TZVPD

Atoms and positions in Å:
Pb  0.7263  1.2366  -1.4206
C  -0.3125  -3.9173  1.7269
C  0.8265  -3.3649  2.5991
C  0.8271  -4.1228  3.9270
C  2.1706  -3.6090  1.8950
C  0.6312  -1.8599  2.7892
C  0.4754  -1.2706  4.0581
C  0.3133  0.0911  4.2334
C  0.3086  0.8968  3.1016
S  0.1562  2.6256  2.9686
C  0.3081  2.5150  1.2706
N  0.4445  1.2924  0.8256
C  0.4593  0.3345  1.8369
C  0.6180  -1.0350  1.6765
C  0.3164  3.6478  0.3358
C  0.2609  4.9705  0.7682
C  0.3029  6.0062  -0.1526
C  0.3990  5.7352  -1.5106
C  0.4579  4.4183  -1.9634
C  0.4127  3.3942  -1.0370
H  -0.1456  -4.9779  1.5321
H  -0.3713  -3.4028  0.7629
H  -1.2746  -3.8164  2.2360
H  0.9636  -5.1873  3.7328
H  -0.1183  -4.0053  4.4613
H  1.6431  -3.8006  4.5770
H  2.3378  -4.6814  1.7832
H  2.9971  -3.1955  2.4762
H  2.1939  -3.1616  0.8978
H  0.4905  -1.8936  4.9410
H  0.2051  0.5111  5.2246
H  0.7396  -1.4415  0.6777
H  0.1966  5.1887  1.8287
H  0.2629  7.0310  0.1911
H  0.4383  6.5443  -2.2285
H  0.5332  4.2237  -3.0260
C  5.4651  -0.0091  -1.5598
C  5.0090  1.1821  -1.0096
C  3.6461  1.4648  -0.9923
C  2.7958  0.5073  -1.5230
C  3.2076  -0.6826  -2.0902
C  4.5756  -0.9332  -2.0951
H  6.5267  -0.2172  -1.5751
H  5.7028  1.9040  -0.5985
H  3.2951  2.4004  -0.5705
H  2.5211  -1.4060  -2.5079
H  4.9381  -1.8567  -2.5275
C  -3.2734  2.1406  -0.1829
C  -2.9576  2.1700  -1.6590
O  -2.7111  0.8283  -2.2048
P  -1.5212  -0.0971  -1.8018
O  -1.7313  -0.8169  -0.4528
C  -2.9105  -1.6616  -0.1291
C  -3.2228  -1.4737  1.3293
O  -1.5006  -1.2014  -2.8920
C  -1.5986  -0.9542  -4.3448
C  -3.0038  -1.2092  -4.8207
H  -3.4982  3.1538  0.1523
H  -2.4300  1.7604  0.4019
H  -4.1465  1.5171  0.0129
H  -2.0884  2.7944  -1.8688
H  -3.7928  2.5432  -2.2423
H  -2.6224  -2.6846  -0.3569
H  -3.7367  -1.3724  -0.7778
H  -2.3163  -1.5952  1.9253
H  -3.9456  -2.2301  1.6377
H  -3.6457  -0.4886  1.5289
H  -0.8902  -1.6458  -4.7893
H  -1.2786  0.0678  -4.5589
H  -3.2952  -2.2391  -4.6168
H  -3.0480  -1.0439  -5.8981
H  -3.7115  -0.5353  -4.3383

Relative energy (zero: lowest compared OMol25 entry of this formula, charge and spin) ... 0.0 kJ/mol
Energy ... -63648.5799 eV
Net charge ... +2
Lowest unoccupied orbital energy ... -0.2454 hartree
HOMO ... -14.065 eV


Entry 5:
Formula: C29H37BN5O3
Source: the OMol25 dataset
Level of theory: wB97M-V/def2-TZVPD

Atoms and positions in Å:
C  6.4816  -6.1922  -1.0385
N  5.0847  -6.1920  -0.6513
C  4.5634  -7.4131  -0.0686
C  4.2462  -5.1586  -1.0135
C  3.5437  -5.2486  -2.2501
C  2.7113  -4.2019  -2.6082
N  2.5655  -3.0964  -1.8234
B  1.6826  -2.1496  -2.4747
H  1.1476  0.9970  1.0107
C  3.1846  -3.0207  -0.6174
C  4.0400  -4.0228  -0.2035
H  6.6916  -5.2948  -1.6302
H  7.1228  -6.1874  -0.1446
H  6.7146  -7.0835  -1.6408
H  3.4746  -7.3333  0.0173
H  4.8157  -8.2824  -0.6948
H  4.9902  -7.5634  0.9349
H  3.6704  -6.1052  -2.8992
H  2.1638  -4.2208  -3.5600
H  2.1795  -1.3609  -3.1491
H  0.6079  -2.1537  -2.0232
H  3.0050  -2.1379  -0.0058
H  4.5739  -3.9743  0.7586
C  -4.0703  4.3927  2.8983
N  -3.6466  3.2399  2.1553
C  -4.4884  2.1973  1.8604
O  -5.6559  2.1237  2.2194
C  -3.7081  1.2053  1.0290
C  -4.2655  1.0044  -0.3906
C  -5.6306  0.3558  -0.3609
C  -6.7307  1.0007  -0.9333
C  -8.0133  0.4770  -0.7665
C  -8.1871  -0.7180  -0.0602
C  -7.0850  -1.3914  0.4722
C  -5.8031  -0.8628  0.3086
N  -2.3560  1.8195  1.0036
C  -1.3218  1.2955  0.2982
C  -0.1034  1.9020  0.1733
C  1.1323  1.2160  -0.0314
C  2.4680  1.8265  -0.3313
C  3.4644  1.1949  -1.1270
C  4.7001  1.8416  -1.2909
C  4.9191  3.0861  -0.6738
N  6.1738  3.7291  -0.7416
O  6.2975  4.8530  -0.2015
O  7.1127  3.1771  -1.3552
C  3.8788  3.7598  0.0173
C  2.6618  3.1149  0.1656
C  -2.2840  3.1195  1.6432
C  -2.0024  4.2274  0.6114
C  -1.2788  3.1650  2.8159
H  -5.1154  4.2531  3.1940
H  -3.4363  4.5142  3.7934
H  -3.9726  5.3038  2.2791
H  -3.6806  0.2228  1.5530
H  -4.3225  1.9908  -0.8845
H  -3.5637  0.3676  -0.9607
H  -6.5647  1.9328  -1.4797
H  -8.8743  1.0097  -1.1901
H  -9.1970  -1.1165  0.0904
H  -7.2140  -2.3355  1.0186
H  -4.9274  -1.3769  0.7130
H  -1.4625  0.2292  0.0029
H  0.0276  2.8455  0.6724
H  1.0431  0.3709  -0.7538
H  3.2995  0.2121  -1.5839
H  5.5383  1.3409  -1.7770
H  4.0445  4.6874  0.5171
H  1.8517  3.5675  0.7586
H  -2.8338  4.2812  -0.1027
H  -1.8804  5.1713  1.1478
H  -1.0915  4.0362  0.0354
H  -1.6269  2.5024  3.6188
H  -0.2708  2.8363  2.5323
H  -1.2090  4.1970  3.1738

Energy ... -44930.7515 eV
Net charge ... +1
Lowest unoccupied orbital energy ... -0.1709 hartree
HOMO ... -9.607 eV


Entry 6:
Formula: C29H37F3NO6
Source: the OMol25 dataset
Level of theory: wB97M-V/def2-TZVPD

Atoms and positions in Å:
C  3.2480  -1.2230  2.0181
O  3.7863  -1.8986  0.9018
C  3.1154  -1.6074  -0.3078
C  1.8672  -2.4638  -0.4779
C  1.0192  -2.1515  -1.7127
C  0.5081  -0.6883  -1.8647
C  1.6190  0.0775  -2.6537
C  1.9092  1.5365  -2.2866
C  3.2284  1.9247  -2.9118
F  3.5544  1.3434  -4.0903
C  4.0986  2.7675  -2.3445
F  3.6855  3.8823  -1.7358
F  5.3992  2.6101  -2.1664
C  0.0924  -0.0799  -0.5074
C  -1.1767  0.7838  -0.4632
C  -1.0967  2.1199  -1.2108
C  -1.4274  1.1333  1.0046
N  -2.3594  0.0336  -0.9909
O  -3.2127  -0.3584  -0.1284
C  -2.1030  -0.9604  -2.0834
C  -3.2054  -0.7452  -3.1517
C  -2.2668  -2.3780  -1.5184
C  -0.7527  -0.7255  -2.7674
H  3.3645  -1.8576  2.8940
H  3.7732  -0.2774  2.1894
H  2.1866  -0.9936  1.8878
H  2.8497  -0.5428  -0.3157
H  3.8071  -1.7961  -1.1298
H  2.1897  -3.5052  -0.5515
H  1.2611  -2.4196  0.4292
H  0.2032  -2.8640  -1.7828
H  1.6512  -2.3347  -2.5879
H  2.5601  -0.4688  -2.6201
H  1.3313  0.0707  -3.7061
H  1.1293  2.1834  -2.6873
H  2.0304  1.6837  -1.2166
H  0.8868  0.5003  -0.0364
H  -0.1046  -0.9080  0.1763
H  -0.9215  1.9798  -2.2750
H  -0.3328  2.7616  -0.7769
H  -2.0647  2.6130  -1.1228
H  -2.3440  1.7020  1.1326
H  -0.6043  1.7766  1.3230
H  -1.4078  0.2541  1.6442
H  -4.0583  -1.3846  -2.9315
H  -2.8406  -0.9678  -4.1525
H  -3.5752  0.2779  -3.0954
H  -3.3072  -2.6082  -1.3238
H  -1.8704  -3.0890  -2.2460
H  -1.6810  -2.5039  -0.6069
H  -0.6367  -1.5338  -3.4933
H  -0.8091  0.1923  -3.3571
C  3.5551  3.1452  3.7346
C  4.6083  3.9388  3.9069
C  5.0514  4.8770  2.8418
O  6.0128  5.5957  2.9990
C  4.2708  4.8961  1.5775
C  3.2154  4.1050  1.4098
C  2.7769  3.1675  2.4714
O  1.8171  2.4419  2.3083
H  3.2147  2.4519  4.4932
H  5.1930  3.9430  4.8179
H  4.6119  5.5838  0.8142
H  2.6309  4.0992  0.4994
C  -5.7337  -4.4140  1.9320
C  -6.1953  -4.2798  3.1718
C  -6.2610  -2.9486  3.8312
O  -6.6803  -2.8325  4.9625
C  -5.7932  -1.7746  3.0537
C  -5.3315  -1.9052  1.8125
C  -5.2692  -3.2362  1.1567
O  -4.8473  -3.3476  0.0260
H  -5.6747  -5.3715  1.4301
H  -6.5423  -5.1199  3.7600
H  -5.8495  -0.8177  3.5569
H  -4.9761  -1.0705  1.2207

Multiplicity ... 2
Relative energy (zero: lowest compared OMol25 entry of this formula, charge and spin) ... 0.0 kJ/mol
Energy ... -52594.1950 eV
Net charge ... 0
⟨S²⟩ ... 0.754
Lowest unoccupied orbital energy (alpha / beta) ... -0.0624 / -0.0624 hartree
HOMO (alpha / beta) ... -8.188 / -9.173 eV